P | The following is a quantum chemistry calculation of 10 unconnected molecules or ions with the total composition H20O10, from OMol25.

Lowest unoccupied orbital energy ... -0.2324 eV
Frontier orbital gap ... 10.08 eV
Molar mass ... 180.2 g mol⁻¹

```
30
Properties=species:S:1:pos:R:3:lowdin_charge:R:1
O 7.04 3.43 7.30 -0.03
H 7.44 3.13 8.11 0.08
H 7.44 2.90 6.60 0.07
O 6.39 4.44 3.72 -0.04
H 6.71 4.94 2.97 0.06
H 7.21 4.29 4.20 0.00
O 8.88 4.69 4.76 -0.03
H 9.62 4.96 4.21 0.07
H 9.22 4.68 5.66 0.04
O 10.02 7.67 6.12 -0.07
H 10.89 7.51 6.49 0.03
H 9.50 7.05 6.64 -0.03
O 7.52 8.30 8.48 -0.07
H 7.52 7.34 8.46 -0.02
H 6.61 8.45 8.21 -0.01
O 6.90 6.25 6.52 -0.03
H 7.26 6.39 5.65 0.05
H 6.54 5.37 6.53 0.02
O 9.36 5.73 7.99 -0.05
H 9.53 6.08 8.86 0.07
H 8.43 5.78 7.78 -0.01
O 4.76 4.14 8.51 -0.05
H 4.17 3.42 8.73 0.03
H 5.53 3.73 8.10 -0.04
O 3.98 5.30 4.35 -0.07
H 3.61 5.35 3.47 0.02
H 4.91 5.09 4.22 -0.05
O 4.93 8.35 7.40 -0.04
H 4.80 7.41 7.24 0.04
H 5.08 8.69 6.52 0.06
```

=====

Q | The following is a quantum chemistry calculation of 10 unconnected molecules or ions with the total composition H20O10, from OMol25.

Lowest unoccupied orbital energy ... -0.1700 eV
Frontier orbital gap ... 10.18 eV
Molar mass ... 180.2 g mol⁻¹

```
30
Properties=species:S:1:pos:R:3:lowdin_charge:R:1
O 0.09 -0.55 -0.10 -0.05
H 0.33 -0.05 0.66 -0.03
H 0.12 0.09 -0.79 -0.02
O 1.03 -2.07 2.08 -0.05
H 1.82 -1.52 2.19 -0.02
H 0.29 -1.52 2.42 0.04
O 0.69 0.98 -2.14 -0.02
H 1.14 1.80 -2.28 0.08
H 1.33 0.39 -2.57 0.10
O 2.24 -2.50 -0.51 -0.04
H 1.67 -1.84 -0.13 -0.04
H 2.87 -2.79 0.09 -0.01
O -2.52 1.60 0.07 -0.04
H -2.30 1.87 -0.81 -0.04
H -2.43 0.68 0.08 -0.06
O -2.03 -0.17 -2.43 -0.01
H -1.26 0.12 -2.02 -0.05
H -2.13 -1.06 -2.14 0.04
O 3.39 -0.40 2.17 -0.04
H 3.12 -0.46 3.10 0.06
H 2.75 0.16 1.75 0.01
O -1.53 2.80 -2.20 -0.03
H -2.01 2.97 -2.97 0.04
H -0.82 2.21 -2.54 0.03
O 0.67 0.94 2.00 -0.05
H 0.02 0.60 2.65 0.10
H 0.35 1.86 1.94 0.10
O -2.32 -1.13 1.07 -0.03
H -3.05 -1.63 0.82 0.02
H -1.54 -1.38 0.54 0.02
```

=====

R | The following is a quantum chemistry calculation of 10 unconnected molecules or ions with the total composition H20O10, from OMol25.

Lowest unoccupied orbital energy ... -0.0143 eV
Frontier orbital gap ... 7.88 eV
Molar mass ... 180.1 g mol⁻¹

```
30
Properties=species:S:1:pos:R:3:lowdin_charge:R:1
H -1.01 0.29 -1.00 0.03
H -1.21 1.04 0.23 0.08
H -0.23 -2.30 -1.09 0.02
H -1.17 -3.37 -0.69 -0.02
H -0.67 5.42 -0.41 0.00
H 0.24 4.92 -1.41 0.04
H 3.05 -0.03 0.72 0.02
H 3.57 -0.18 -0.62 0.09
H 4.14 -2.13 0.63 0.03
H 2.74 -1.61 0.59 0.00
H 0.79 -0.09 3.77 -0.01
H 1.57 -1.18 3.35 0.07
H 0.80 -1.36 -3.03 0.05
H 0.96 -2.79 -3.52 0.03
H -3.02 0.15 1.28 0.09
H -2.85 1.57 0.67 0.07
H -4.82 -0.60 0.52 -0.05
H -6.19 -0.72 0.83 0.06
H 1.82 1.46 -0.91 0.04
H 2.67 2.15 -0.03 -0.04
O -1.20 0.10 -0.09 -0.12
O -1.04 -2.49 -0.55 -0.05
O -0.55 4.65 -0.92 -0.05
O 2.88 0.29 -0.13 -0.04
O 3.23 -2.42 0.76 -0.04
O 1.52 -0.19 3.21 -0.05
O 0.42 -2.25 -2.99 -0.02
O -2.92 0.62 0.42 -0.11
O -5.39 -1.29 0.76 -0.05
O 1.85 2.31 -0.38 -0.08
```

=====

Which structure is the most stable? The one labeled P.

=====

P | The following is a quantum chemistry calculation of 10 unconnected molecules or ions with the total composition H20O10, from OMol25.

Lowest unoccupied orbital energy ... -0.5559 eV
Frontier orbital gap ... 10.48 eV
Molar mass ... 180.2 g mol⁻¹

```
30
Properties=species:S:1:pos:R:3:lowdin_charge:R:1
O 14.25 -24.47 -23.00 -0.05
H 13.55 -23.84 -22.84 0.01
H 14.93 -23.97 -23.45 0.01
O 14.42 -21.41 -19.08 -0.05
H 13.82 -21.47 -19.82 0.02
H 15.27 -21.23 -19.47 0.03
O 16.95 -22.46 -24.63 -0.04
H 17.52 -21.88 -24.14 0.03
H 16.16 -21.94 -24.78 0.01
O 5.57 -21.31 -22.01 -0.05
H 6.49 -21.10 -21.81 0.01
H 5.43 -22.16 -21.61 0.03
O 8.77 -20.94 -18.00 -0.05
H 8.70 -20.17 -17.43 0.03
H 9.05 -20.58 -18.85 0.02
O 11.45 -22.06 -23.06 -0.04
H 12.00 -21.44 -23.54 0.02
H 10.74 -21.53 -22.71 0.01
O 11.04 -18.43 -25.72 -0.04
H 11.17 -17.69 -25.13 0.04
H 10.09 -18.57 -25.73 0.03
O 9.01 -25.35 -23.34 -0.05
H 9.75 -24.76 -23.25 0.02
H 8.61 -25.11 -24.18 0.03
O 8.89 -19.54 -22.07 -0.04
H 8.39 -19.49 -22.89 0.03
H 9.00 -18.63 -21.80 0.04
O 14.06 -19.99 -25.04 -0.05
H 14.51 -19.18 -25.27 0.04
H 13.22 -19.94 -25.48 0.01
```

=====

Q | The following is a quantum chemistry calculation of 10 unconnected molecules or ions with the total composition H20O10, from OMol25.

Lowest unoccupied orbital energy ... -0.4602 eV
Frontier orbital gap ... 10.18 eV
Molar mass ... 180.2 g mol⁻¹

```
30
Properties=species:S:1:pos:R:3:lowdin_charge:R:1
O -0.87 0.12 19.14 -0.03
H -1.60 -0.49 19.03 0.07
H -1.09 0.35 20.04 0.01
O 3.71 -1.81 22.84 -0.03
H 4.59 -1.74 23.16 0.03
H 3.79 -2.10 21.97 -0.07
O -2.09 -0.46 21.59 -0.03
H -1.92 -1.34 21.26 0.06
H -2.96 -0.57 22.03 0.10
O 0.25 -2.56 23.49 -0.08
H 1.11 -3.00 23.34 0.04
H 0.44 -1.61 23.69 0.03
O 0.17 0.41 22.82 -0.03
H -0.54 -0.10 22.49 -0.05
H 0.21 1.12 22.18 0.06
O 0.03 -0.52 16.57 -0.01
H -0.20 -0.17 17.41 -0.03
H -0.62 -0.24 15.98 0.02
O 3.82 -2.21 20.25 -0.04
H 3.01 -1.70 20.14 -0.01
H 3.63 -3.13 20.07 0.06
O 2.62 -0.18 18.27 -0.03
H 2.68 0.14 19.16 0.02
H 2.20 0.48 17.72 0.04
O 1.23 -2.89 18.31 -0.05
H 1.53 -2.01 18.27 -0.06
H 0.26 -2.82 18.17 0.05
O 1.39 -0.97 20.62 -0.05
H 0.59 -0.82 20.08 0.02
H 1.13 -0.81 21.52 0.00
```

=====

Which structure is the most stable? The one labeled Q.

=====

P | The following is a quantum chemistry calculation of C3H3O2P in the gas phase, from OMol25.

Lowest unoccupied orbital energy ... -0.1497 eV
Frontier orbital gap ... 9.07 eV
Molar mass ... 102.0 g mol⁻¹

```
9
Properties=species:S:1:pos:R:3:lowdin_charge:R:1
C -0.12 0.40 1.09 -0.48
C 1.12 -0.69 -0.91 -0.53
C -0.86 0.31 -0.24 -0.29
O 1.89 -1.31 -1.55 0.07
O -0.05 -0.13 -1.27 -0.03
P 1.34 -0.46 1.33 0.97
H -0.47 0.88 1.94 0.00
H -1.75 -0.36 0.10 0.16
H -1.10 1.36 -0.49 0.13
```

=====

Q | The following is a quantum chemistry calculation of a molecular structure, C3H3O2P, from OMol25.

Lowest unoccupied orbital energy (spin up / spin down) ... -4.5359 / -4.6985 eV
Frontier orbital gap (spin up / spin down) ... 6.16 / 4.73 eV
Molar mass ... 102.0 g mol⁻¹

```
9
Properties=species:S:1:pos:R:3:lowdin_charge:R:1
C 1.71 -1.23 0.11 -0.39
C 2.19 -2.20 -0.35 -0.05
C -1.56 0.35 0.02 -0.31
O 2.51 1.19 -0.37 -0.31
O -0.61 1.24 -0.20 -0.23
P 1.51 0.62 0.47 1.01
H -2.21 0.56 0.95 0.11
H -1.30 -0.63 0.23 0.04
H -2.24 0.11 -0.85 0.12
```

=====

Which structure is the most stable? The one labeled P.

=====

P | The following is a quantum chemistry calculation of 2 unconnected molecules or ions with the total composition C6H16N2, from OMol25.

Lowest unoccupied orbital energy ... -2.2380 eV
Frontier orbital gap ... 4.96 eV
Molar mass ... 116.2 g mol⁻¹

```
24
Properties=species:S:1:pos:R:3:lowdin_charge:R:1
C 1.26 0.46 -2.02 -0.16
N 0.49 -0.30 -1.09 -0.01
C 3.19 -2.23 -0.45 -0.05
C -1.57 0.97 -1.18 -0.04
C -0.38 0.45 -0.36 -0.46
C -1.02 -0.43 0.81 -0.25
N -1.80 0.33 1.63 0.00
C -1.13 0.92 2.74 -0.16
H 2.00 -0.19 -2.47 0.06
H 0.68 0.97 -2.80 0.08
H 1.83 1.28 -1.54 0.09
H 2.49 -3.06 -0.48 0.02
H 3.73 -2.09 -1.38 0.01
H 3.82 -2.26 0.43 0.01
H -1.24 1.62 -1.99 0.07
H -2.04 0.14 -1.70 0.09
H -2.25 1.49 -0.51 0.08
H 0.11 1.36 0.04 0.14
H 2.50 -1.38 -0.34 -0.01
H -1.60 -1.19 0.28 0.12
H -0.16 -0.89 1.31 0.11
H -1.74 0.72 3.62 0.08
H -1.08 2.01 2.67 0.08
H -0.12 0.54 2.97 0.08
```

=====

Q | The following is a quantum chemistry calculation of a molecular structure, C6H16N2, from OMol25.

Lowest unoccupied orbital energy ... 0.9088 eV
Frontier orbital gap ... 8.44 eV
Molar mass ... 116.2 g mol⁻¹

```
24
Properties=species:S:1:pos:R:3:lowdin_charge:R:1
C -0.89 -0.19 1.76 -0.40
C -1.09 1.21 1.23 -0.10
C -1.46 -1.41 0.23 -0.10
N 0.37 -0.44 2.20 -0.05
H -1.70 -0.54 2.41 0.11
H 1.09 -0.55 1.17 0.08
H 0.40 -1.31 2.73 0.06
H -0.26 1.50 0.60 0.06
H -1.12 1.90 2.07 0.08
H -2.02 1.29 0.67 0.07
H -1.31 -1.41 -0.85 0.00
H -1.29 -2.40 0.66 0.02
H -2.53 -1.21 0.29 0.02
C 0.07 1.10 -2.13 -0.10
N 1.41 -0.88 -0.13 0.02
C 2.08 0.07 -0.94 -0.18
C 1.52 0.94 -1.78 -0.16
H 0.36 -1.07 -0.32 0.07
H 1.91 -1.77 -0.09 0.12
H 3.16 0.09 -0.80 0.11
H 2.20 1.63 -2.27 0.09
H -0.27 2.11 -1.91 0.08
H -0.57 0.40 -1.61 0.03
H -0.07 0.95 -3.21 0.08
```

=====

R | The following is a quantum chemistry calculation of a molecular structure, C6H16N2, from OMol25.

Lowest unoccupied orbital energy ... 0.9695 eV
Frontier orbital gap ... 8.34 eV
Molar mass ... 116.2 g mol⁻¹

```
24
Properties=species:S:1:pos:R:3:lowdin_charge:R:1
C -0.07 0.14 0.83 -0.59
C 0.41 -1.22 -0.57 -0.31
C 0.14 1.15 -0.20 -0.11
C 1.22 -0.93 -1.82 -0.14
C -0.79 -2.09 -0.92 -0.13
C -0.23 2.78 0.66 -0.05
N 0.82 0.06 1.89 0.10
N -1.37 -0.02 1.30 0.09
H 1.06 -1.79 0.10 0.09
H 1.17 0.97 2.17 0.08
H 0.54 -0.49 2.69 0.09
H -2.08 0.06 0.58 0.09
H -1.52 -0.83 1.87 0.09
H -0.60 1.17 -0.99 0.10
H 1.17 1.35 -0.47 0.09
H 0.65 -0.36 -2.56 0.07
H 1.54 -1.85 -2.33 0.08
H 2.14 -0.38 -1.59 0.07
H -1.51 -1.54 -1.55 0.07
H -0.51 -2.99 -1.47 0.07
H -1.31 -2.47 -0.03 0.06
H 0.57 3.02 1.37 0.02
H -0.24 3.52 -0.14 0.03
H -1.19 2.77 1.17 0.03
```

=====

Which structure is the most stable? The one labeled R.